DFT (wB97M-V/def2-TZVPD) results for a 10-piece molecular cluster, C32H76F3N2O31P5 overall at a distorted geometry.

Last column: Löwdin charge in e.
Geometry (Å):
P 4.238133 -5.511615 -1.646836  0.51
P -6.451057 0.868385 3.130934  0.48
P 3.399503 -0.325515 6.494564  0.48
P -4.333177 1.145115 -1.456806  0.50
P 4.156033 0.289725 -3.536946  0.47
F 1.276203 -1.892825 -5.167056  0.07
F -0.076397 3.613755 -0.212006  0.13
F 0.236333 -1.367225 -0.091376  0.08
O -1.498627 -2.106565 -4.523996  0.07
O 2.742163 -1.571415 6.123774  -0.23
O 4.129863 -5.445285 -3.277606  -0.23
O 4.447513 1.139005 -4.831536  -0.19
O 2.953513 0.731055 -2.804346  -0.23
O -4.445497 2.683285 -0.961686  -0.19
O -5.318577 0.974825 -2.762596  -0.21
O -7.373847 0.318235 2.140624  -0.21
O -0.287327 1.310575 2.661664  0.16
O -0.262887 4.303365 2.729344  0.07
O -2.539767 4.490745 2.684014  0.13
O -6.577867 2.485975 3.372394  -0.20
O 3.625583 0.703045 5.210854  -0.25
O 4.088363 -1.261185 -4.118036  -0.21
O 1.139543 1.247565 0.985254  0.06
O -5.073127 0.351925 -0.229356  -0.21
O -0.625077 -1.578715 -6.453006  0.14
O 5.574613 0.347175 -2.742356  -0.24
O -2.161597 -3.262615 -6.381216  0.13
O -3.307587 -4.364415 2.621364  -0.19
O 2.530583 0.519205 7.602364  -0.23
O -0.880377 0.435085 0.631124  0.14
O -4.894067 0.752065 2.717484  -0.22
O -6.441737 0.204475 4.624134  -0.24
O -1.188737 5.053015 0.917604  0.11
O 5.466773 -4.458215 -1.388586  -0.26
O 2.901323 -4.768815 -1.031326  -0.20
O 4.531973 -6.834285 -1.053466  -0.23
O -2.955827 0.744745 -1.760206  -0.23
O 4.866033 -0.515295 7.190524  -0.22
O -1.371667 4.649525 -2.863336  -0.20
N 0.918723 2.007625 -4.261176  0.07
N -0.372587 -4.419545 2.532154  0.04
C 5.281323 -5.656255 -4.032436  -0.14
C 0.452873 3.048125 -3.342206  -0.41
C 5.737943 -0.204975 -1.448976  -0.09
C -1.488017 -2.379305 -5.848426  -0.54
C -6.414527 -1.157125 4.777904  -0.14
C 5.252843 -1.821875 -4.661376  -0.11
C 2.502553 1.185255 4.427234  -0.09
C -1.108287 -3.463345 1.725514  -0.43
C -3.893817 0.963905 3.699734  -0.09
C 0.102753 4.719605 0.397564  -0.32
C -4.197437 -4.293755 3.731324  -0.09
C -1.340277 -3.965165 0.334624  -0.05
C -0.093277 -0.097635 -0.392976  -0.30
C 4.942373 2.473065 -4.627816  -0.09
C 2.305693 -3.691675 -1.672486  -0.13
C 1.534253 4.102255 -3.048626  -0.04
C 0.214583 -1.060785 -5.405946  -0.28
C 1.166153 0.816435 -0.384326  -0.02
C -0.750097 -0.968805 -4.226706  -0.08
C -7.778207 3.117355 3.536154  -0.16
C -3.315027 3.321845 -0.377956  -0.10
C -0.049277 1.025425 1.522304  -0.57
C -0.872207 3.694255 -3.772756  -0.20
C 5.998443 -4.258495 -0.082756  -0.10
C -2.674187 5.143595 -3.221846  -0.08
C -2.437197 -3.228365 2.455244  -0.19
C 2.817793 1.874175 7.978454  -0.10
C -5.045917 1.290635 -4.101766  -0.12
C -1.436627 4.588985 2.133894  -0.54
C 5.636123 -1.642085 6.870274  -0.12
C 0.797273 4.549245 1.774704  -0.02
C -4.899127 -1.021935 -0.077766  -0.12
H -3.443417 -0.001645 3.929874  0.09
H -3.811807 3.910505 0.393264  0.10
H 1.477153 3.700565 1.849544  0.13
H 5.304833 -2.866175 -4.353406  0.07
H 2.231603 2.243815 8.819794  0.09
H -2.684277 5.707015 -4.154876  0.09
H 4.875523 -0.675605 -0.976916  0.09
H -0.772297 4.152615 -4.756636  0.12
H -5.024917 -3.617795 3.515764  0.07
H 2.022303 0.149675 -0.486876  0.12
H -1.980917 -4.845645 0.384014  0.09
H 2.884353 2.531745 7.111694  0.08
H -5.496897 -1.346005 5.335014  0.09
H 4.963593 -5.458145 -5.056106  0.10
H 1.175063 5.558925 1.935674  0.14
H 5.964663 2.660195 -4.956436  0.09
H -7.672907 3.912815 4.273884  0.09
H 6.105863 -2.129165 7.724794  0.09
H -6.281767 -1.642145 3.810834  0.07
H 5.969303 -3.184965 0.103744  0.07
H -1.276577 -0.016425 -4.164376  0.13
H 2.033753 -4.073705 -2.656466  0.09
H -3.044397 -2.512355 1.901414  0.10
H -0.527367 -2.541425 1.752014  0.12
H -4.551747 -1.091925 0.953034  0.07
H 5.551853 -6.707615 -3.934696  0.09
H -4.361377 2.138715 -4.117606  0.07
H -8.606057 2.439655 3.744724  0.09
H 3.823743 1.851515 8.397554  0.08
H 1.211453 1.618875 -1.120636  0.10
H 5.967903 0.707445 -0.898786  0.09
H -3.427267 4.355575 -3.221876  0.08
H -4.276707 -1.450395 -0.863336  0.08
H 2.407763 3.681375 -2.550686  0.07
H 0.551473 -0.070325 -5.711856  0.14
H 0.918603 2.346335 -5.212686  0.08
H -3.710587 -3.826955 4.587584  0.08
H 1.364713 -3.341395 -1.248276  0.07
H 5.378723 -4.667555 0.715184  0.09
H 2.735413 1.051355 3.370854  0.08
H -2.954367 5.843715 -2.434806  0.09
H 0.475323 5.470485 -0.299186  0.17
H -7.342587 -1.451055 5.268214  0.10
H 1.805513 4.548475 -4.005396  0.08
H 2.173863 2.192615 4.682774  0.09
H -1.613097 2.910895 -3.932566  0.12
H -4.549287 -5.278745 4.038074  0.09
H -0.658657 -0.093145 -1.324876  0.14
H 5.393633 -1.638475 -5.726566  0.10
H 1.661563 0.502415 4.547894  0.08
H 0.163753 2.609285 -2.387256  0.10
H 3.000413 -2.880085 -1.888756  0.08
H -5.806117 1.624005 -4.808206  0.09
H -2.730087 4.025475 -0.970286  0.05
H -0.457237 -4.196245 -0.261156  0.07
H 4.929303 2.716845 -3.565506  0.08
H 4.429183 3.175965 -5.284066  0.09
H 6.152623 -5.043865 -3.800226  0.08
H -0.200867 -4.107265 3.477194  0.07
H -5.814317 -1.604355 -0.184146  0.10
H 6.652933 -0.796385 -1.415506  0.09
H -0.154547 -1.155645 -3.333106  0.13
H -2.436467 2.727815 -0.126236  0.08
H -1.980907 -3.253845 -0.186656  0.08
H -3.055227 1.597235 3.410294  0.08
H -4.612367 0.427455 -4.606796  0.09
H 5.010043 -2.451825 6.495514  0.08
H 1.872523 1.781275 -4.018036  0.02
H -8.184357 3.548735 2.621244  0.09
H -0.956887 -5.234655 2.651704  0.07
H -2.284927 -2.746085 3.420804  0.11
H 7.027463 -4.604435 0.014944  0.09
H 6.380113 -1.240575 6.182264  0.09
H -4.299147 1.439365 4.592894  0.09
H 1.115933 4.845525 -2.369906  0.05
H 6.144063 -1.550725 -4.095416  0.08

Cartesian forces, eV/Å:
P 0.39 0.27 0.64
P 1.42 1.24 0.42
P -0.12 1.71 0.21
P -1.31 0.28 0.20
P 0.74 -2.25 -0.22
F -0.60 0.15 -0.19
F 0.08 -3.75 -2.37
F 0.38 -0.70 0.23
O -2.01 -1.02 0.38
O -0.05 -0.09 0.06
O -1.13 1.07 3.05
O 0.73 0.18 -0.13
O 0.96 -0.71 0.05
O -0.07 -1.88 -1.63
O -0.82 0.03 2.34
O 0.13 -0.13 0.47
O -0.48 -0.21 -0.73
O 0.30 -0.05 -0.68
O 3.29 0.36 -1.96
O 2.04 -2.87 -0.15
O 0.23 -0.44 1.71
O -0.87 2.76 1.17
O 1.00 0.64 -0.81
O 0.30 2.71 -2.80
O 1.64 0.43 0.19
O -1.81 -0.21 -1.80
O 1.85 2.67 1.45
O 0.85 -0.66 0.21
O 0.40 -0.62 -1.10
O -0.09 -0.17 0.43
O -1.27 0.31 -0.28
O -0.77 3.68 -1.59
O -1.17 1.39 -2.03
O -1.00 -0.59 -0.65
O 2.21 -2.12 0.24
O -0.72 1.30 -0.59
O 0.37 -0.28 -0.09
O -2.45 1.49 -0.02
O -0.15 0.14 -0.01
N -0.87 0.30 0.03
N 0.82 -0.98 -0.20
C 0.58 -0.96 -1.25
C -0.14 0.70 0.90
C 0.79 1.44 1.08
C -2.56 -3.17 -0.60
C 0.56 -1.34 -0.20
C 1.58 -0.99 0.79
C -0.48 -1.47 0.05
C -0.42 -0.59 1.75
C 0.76 0.00 0.95
C -0.77 1.72 3.87
C 0.62 0.87 -0.20
C -0.85 -0.16 -0.48
C 0.00 1.76 -1.43
C 0.44 0.82 -0.20
C -0.52 0.49 -2.53
C -0.74 -0.16 -0.03
C -0.33 1.97 -0.57
C -0.22 -1.82 0.56
C 2.21 -0.53 -0.52
C -2.51 0.76 -0.16
C 0.46 1.29 0.64
C -0.26 0.16 1.40
C -0.11 -0.30 -1.01
C -0.36 0.66 0.61
C 0.55 0.15 0.70
C -1.71 1.19 -0.34
C 1.96 -0.40 0.13
C 1.94 0.51 -0.81
C -2.29 -0.36 2.81
C 0.48 -0.86 -0.60
C -0.24 0.43 -0.32
C -0.04 -1.30 0.21
H -0.14 -0.09 0.27
H 0.88 -0.28 0.57
H 0.24 0.43 -0.13
H -0.87 -0.39 -0.82
H -0.74 -0.37 -0.59
H 0.21 -0.23 -0.27
H -0.05 -0.22 -0.50
H 0.28 0.34 -0.37
H -0.39 -0.18 -0.24
H 0.09 0.32 -0.20
H 0.22 -0.34 0.05
H -0.56 0.07 0.09
H -0.30 -0.57 0.46
H 0.27 -0.08 -0.07
H 0.69 -0.30 0.64
H 0.35 -1.06 0.04
H -0.13 -0.21 0.11
H 0.10 0.79 0.43
H -0.36 -0.35 -0.02
H 0.23 0.13 -0.12
H -0.29 -0.23 -0.11
H -0.28 0.34 -0.33
H 0.01 0.44 -0.30
H -0.32 0.16 -0.13
H 0.38 -0.71 -0.27
H 0.27 -0.02 -0.17
H 0.49 -0.13 -0.17
H 0.12 -0.22 0.83
H 0.28 0.19 0.01
H -0.22 -0.05 0.41
H -0.03 -0.31 0.80
H 0.06 -0.22 -0.20
H 0.71 0.08 0.41
H 0.07 -0.22 -0.20
H 0.37 -0.37 -0.15
H -0.02 0.26 -0.20
H 0.33 -0.13 0.25
H 0.47 -0.22 0.75
H 0.01 -0.47 -0.20
H 0.41 0.50 0.09
H 0.06 -0.03 0.03
H -0.13 0.25 0.36
H 0.30 -0.46 0.07
H 0.25 0.30 0.12
H 0.41 -0.02 0.06
H -0.15 -0.39 0.22
H 0.07 0.00 -0.42
H -0.15 0.06 0.20
H -0.25 -0.11 0.13
H -0.18 0.12 0.31
H 0.23 -0.42 0.00
H 0.05 0.26 0.44
H -1.22 -0.18 1.11
H -1.02 0.22 -1.05
H 0.03 0.11 0.28
H -0.39 0.37 -0.17
H -0.80 -0.17 0.49
H -0.25 0.21 0.36
H 0.08 0.45 0.01
H -0.49 0.53 0.20
H -0.34 -0.40 -0.22
H -0.30 0.11 0.19
H -0.85 -1.00 0.86
H 0.25 0.27 -0.26
H -0.38 0.15 -0.84
H 0.36 -0.02 0.19
H 0.03 0.24 -0.68
H -0.03 -0.23 0.08
H 0.68 0.37 -0.42
H -0.04 -0.34 -0.13
H 0.41 -0.18 0.30
H -0.16 -0.21 -0.26
H 0.20 -0.84 -0.19
H -0.06 -0.25 0.07
H 0.06 0.27 -0.22
H 0.16 1.03 -0.27

Computed properties:
- Orbital gap: 8.544 eV
- Net charge: 0
- SMILES: O=C1OC[C@@H](F)O1.O=C1OC[C@@H](F)O1.O=C1OC[C@@H](F)O1.COP(=O)(OC)OC.COP(=O)(OC)OC.COP(=O)(OC)OC.COP(=O)(OC)OC.COP(=O)(OC)OC.COC[C@H](C)N.COC[C@H](C)N
- ΔE to the lowest compared entry with this formula, charge and spin: 53.78 kcal/mol
- Molecular weight: 1196.81 u
- Calculated total energy: -5713.5357 a.u.


DFT (wB97M-V/def2-TZVPD) results for C31H42N8O6PdS4 as an isolated structure.

Last column: Löwdin spin population.
Geometry (Å):
Pd -0.104485 0.572625 0.300583  1.40
S -6.963462 1.592062 6.833761  -0.05
S 0.584109 3.762387 1.860142  0.09
S 3.481843 3.513472 1.443457  0.08
S -0.542372 2.280756 -1.357253  0.16
O 0.218316 -1.145837 1.761973  0.04
O 1.594283 -0.519581 -0.568289  0.12
O 2.571555 -2.890894 -1.098728  0.02
O -5.796113 0.988098 7.410212  0.26
O -8.219179 1.303524 7.458468  0.27
O -6.769544 3.066700 6.727545  0.54
N 2.855091 0.932515 0.695898  0.39
N 0.721897 2.386703 -3.641331  0.02
N -0.409971 0.358290 -3.172819  0.01
N 0.880895 -3.133624 2.625233  0.00
N -5.881023 1.106432 4.474681  0.00
N -2.117672 0.824964 1.245839  0.08
N 1.731788 1.568713 0.926585  0.25
N -8.220715 0.691709 4.654477  0.00
C 3.841819 -1.103760 -0.083079  0.03
C -8.234509 0.286150 3.385996  0.00
C 3.527827 0.794429 -3.229519  0.00
C -2.427903 1.682015 2.223771  0.00
C -7.084347 0.261204 2.611310  0.00
C -3.644186 1.664008 2.875668  0.00
C 1.922334 2.815245 1.371714  0.11
C 6.045656 -2.794913 -0.162057  0.02
C 5.094198 -0.676461 0.414334  0.01
C 4.838511 -3.244503 -0.648766  0.00
C 2.212493 -2.660457 2.979512  0.00
C 1.202990 2.282014 -5.033651  0.00
C -3.037048 -0.077314 0.887392  0.01
C 0.566805 -4.525266 2.922876  0.00
C 2.691105 -0.242861 -0.013664  0.05
C -5.906566 0.687251 3.210514  0.00
C -0.006771 1.588981 -2.868955  0.02
C -7.038705 1.067486 5.118796  -0.01
C 2.929066 5.001287 2.331599  0.01
C 3.509955 1.097862 -4.723365  0.00
C 2.727935 2.343873 -5.142293  0.00
C -0.365139 -2.000824 -3.741663  0.00
C 3.726206 -2.405314 -0.623830  0.02
C 0.005224 -2.335668 2.039643  0.00
C -4.282158 -0.156867 1.476389  0.00
C -4.601746 0.729689 2.498983  0.00
C -1.862721 -2.287538 -3.807857  0.00
C 6.182911 -1.504681 0.371172  0.00
C -2.222092 -3.602683 -3.130548  0.00
C 0.012264 -0.600163 -4.200274  0.00
C 1.514305 5.322346 1.897417  0.01
H 4.726716 -4.237134 -1.062764  0.00
H 1.477127 5.757222 0.899414  0.00
H 2.949694 2.560262 -6.189302  0.00
H 2.545839 0.533695 -2.840492  0.00
H 2.941326 -2.978638 2.230690  0.00
H 2.206796 -1.576328 3.044090  0.00
H -4.976059 -0.918449 1.149274  0.00
H 6.905002 -3.452061 -0.194911  0.00
H -3.281275 -3.831378 -3.238746  0.00
H 4.539709 1.232842 -5.057413  0.00
H -3.847145 2.357411 3.679079  0.00
H 3.138210 0.231857 -5.279125  0.00
H 0.768696 3.126743 -5.570806  0.00
H 0.968379 3.250356 -3.180741  0.00
H 3.615547 5.807394 2.078435  0.00
H -0.006764 -2.138515 -2.716919  0.00
H -2.762460 -0.766549 0.095934  0.01
H -9.193538 -0.019614 2.985871  0.00
H 4.194800 -0.041846 -3.017285  0.00
H 0.538612 -4.683525 4.000425  0.00
H 5.177245 0.319837 0.823776  0.00
H -2.433169 -1.471302 -3.346192  0.00
H 3.084852 3.211518 -4.576844  0.00
H -0.399957 -4.785839 2.498260  0.00
H 3.890526 1.656919 -2.662063  0.00
H -1.990707 -3.570788 -2.062792  0.00
H -7.122139 -0.050761 1.577480  0.00
H 2.493652 -3.079707 3.943850  0.00
H -1.657933 -4.430582 -3.561977  0.00
H 2.991868 4.800381 3.400251  0.00
H 1.087184 -0.519582 -4.339428  0.00
H -2.176421 -2.307033 -4.854543  0.00
H 7.140668 -1.170419 0.743159  0.00
H -1.110879 0.009033 -2.538677  0.00
H -0.484125 -0.375795 -5.148164  0.00
H -1.671292 2.402221 2.498186  0.00
H -0.956972 -2.812784 1.817314  0.00
H 1.908099 -2.176257 -1.061342  0.00
H 0.177484 -2.723990 -4.352700  0.00
H 1.326238 -5.174418 2.488175  0.00
H 1.017348 5.986871 2.601832  0.00
H 0.806264 1.385147 -5.490274  0.00

Cartesian forces, eV/Å:
Pd -0.26 -0.25 0.03
S 0.08 0.27 -0.20
S 0.05 -0.03 -0.05
S 0.01 0.02 0.02
S -0.07 0.01 -0.12
O 0.11 0.06 0.08
O 0.10 0.03 -0.09
O -0.05 0.05 -0.03
O 0.12 0.12 0.00
O -0.09 0.17 -0.01
O -0.05 -0.36 0.28
N 0.05 -0.01 -0.10
N 0.09 -0.32 0.05
N 0.07 0.10 0.05
N 0.00 -0.01 0.00
N -0.28 -0.04 0.13
N 0.10 0.12 0.15
N 0.03 0.16 0.13
N 0.33 0.02 0.09
C 0.05 0.01 0.00
C 0.07 0.10 0.08
C 0.06 0.07 0.02
C -0.02 -0.03 0.00
C 0.03 -0.02 -0.02
C 0.00 -0.03 0.00
C -0.09 -0.02 0.05
C 0.00 0.02 0.00
C 0.00 -0.01 0.01
C 0.01 0.00 0.01
C -0.01 0.00 0.01
C 0.03 0.03 0.16
C 0.07 0.03 -0.07
C 0.00 0.01 -0.02
C -0.11 -0.03 0.03
C -0.07 0.06 0.01
C -0.03 0.20 -0.22
C -0.13 -0.30 -0.37
C 0.01 -0.02 0.00
C -0.03 0.02 -0.06
C -0.09 0.00 0.05
C 0.01 0.00 0.01
C -0.01 -0.01 -0.01
C -0.03 0.00 -0.03
C -0.04 0.03 -0.01
C 0.01 0.00 0.01
C -0.02 0.03 -0.01
C 0.01 -0.03 0.00
C 0.00 -0.02 -0.01
C -0.02 0.09 -0.13
C 0.00 0.00 0.01
H 0.00 0.00 0.00
H 0.00 0.00 0.00
H 0.00 0.00 0.00
H -0.12 -0.03 0.04
H -0.01 -0.01 0.01
H 0.00 0.00 -0.01
H -0.01 -0.01 0.01
H 0.00 0.00 0.00
H 0.00 0.01 0.00
H 0.01 0.00 -0.02
H -0.01 0.01 0.00
H -0.03 -0.02 -0.01
H 0.00 -0.01 0.01
H 0.02 0.00 0.01
H 0.00 0.01 0.01
H 0.06 -0.02 0.07
H 0.00 -0.01 0.00
H 0.01 0.01 0.00
H 0.02 -0.01 0.00
H 0.01 0.00 0.01
H 0.00 -0.01 -0.01
H 0.00 -0.02 0.01
H 0.00 0.01 0.00
H -0.01 0.01 0.01
H -0.01 -0.01 0.00
H 0.01 0.00 0.00
H 0.00 -0.02 0.00
H -0.01 0.00 0.00
H -0.01 0.00 -0.01
H 0.00 -0.01 0.00
H 0.08 0.02 0.01
H 0.01 0.01 0.01
H 0.00 0.00 0.00
H 0.02 0.01 0.02
H 0.05 0.01 -0.01
H 0.00 -0.03 0.01
H -0.01 0.00 0.00
H 0.00 -0.03 -0.02
H -0.03 0.00 -0.02
H 0.00 0.00 -0.01
H 0.00 0.01 -0.01
H -0.04 -0.14 -0.02

Computed properties:
- Orbital gap (spin up / spin down): 8.045 / 5.858 eV
- Net charge: +2
- Molecular weight: 857.42 u
- Spin multiplicity: 5
- Calculated total energy: -3816.0201 a.u.


Q: Which of these has the lowest net charge?
A: C32H76F3N2O31P5


Q: Look up the molecular weight of the first one.
A: 1196.81 u


Q: Number 1 is which compound?
A: C32H76F3N2O31P5


Q: The highest molecular weight belongs to which entry?
A: C32H76F3N2O31P5